Entry 1:
Entry from the Open Molecules 2025 dataset: a structure of composition C49H49BaIN5S2Si (ωB97M-V with the def2-TZVPD basis set).

Last column: Mulliken charge in e.
Geometry (Å):
Ba -0.6517 -0.4898 -0.8121  0.48
C 1.2872 1.6686 -0.3698  0.06
Si 1.9491 1.5425 1.3005  -0.04
C 0.5378 1.3074 2.5703  -1.04
N -0.4099 0.2308 2.2210  1.46
C 0.1380 -1.1151 2.5119  0.68
C -0.6359 -1.8739 3.5870  -0.15
C -0.8586 -0.9717 4.7972  -0.98
C -1.6665 0.2811 4.3967  -0.84
C -1.7098 0.4213 2.8730  -0.38
C 3.1794 0.1093 1.4801  0.69
C 3.6670 -0.5896 0.3774  -0.34
C 4.6318 -1.5835 0.5156  -0.49
C 5.1276 -1.8998 1.7705  -0.66
C 4.6537 -1.2198 2.8887  -0.85
C 3.6960 -0.2288 2.7373  0.01
C 2.9374 3.0252 2.0032  0.50
C 2.2692 4.1901 2.3974  -0.36
C 2.9489 5.3196 2.8353  -0.63
C 4.3366 5.3152 2.8852  -0.47
C 5.0258 4.1751 2.4935  -0.72
C 4.3335 3.0498 2.0623  -0.18
H 2.0524 1.4629 -1.1318  0.28
H 0.9049 2.6751 -0.5655  -0.87
H -0.0250 2.2512 2.5588  0.63
H 0.9141 1.2080 3.6037  0.25
H 1.1707 -1.0060 2.8482  -0.21
H 0.1854 -1.7317 1.6058  -1.13
H -0.0632 -2.7629 3.8615  0.62
H -1.5899 -2.2331 3.1938  -0.30
H 0.1177 -0.6738 5.1947  0.28
H -1.3663 -1.5186 5.5943  0.49
H -1.2287 1.1752 4.8468  0.26
H -2.6937 0.2146 4.7654  0.54
H -2.0995 1.4000 2.5859  0.63
H -2.3980 -0.3173 2.4644  -0.37
H 3.2752 -0.3743 -0.6114  0.06
H 4.9727 -2.1209 -0.3604  0.41
H 5.8746 -2.6775 1.8821  0.35
H 5.0341 -1.4620 3.8747  0.38
H 3.3476 0.3032 3.6193  0.40
H 1.1829 4.2240 2.3583  0.19
H 2.3964 6.2027 3.1364  0.39
H 4.8750 6.1920 3.2249  0.35
H 6.1094 4.1594 2.5248  0.38
H 4.8955 2.1708 1.7641  0.29
C 0.1368 -0.1994 -4.6858  -1.44
N 0.3645 -0.9065 -3.4285  1.09
C 1.3076 -1.7823 -3.4492  -0.90
C 1.7392 -2.5662 -2.3427  -0.27
C 2.7425 -3.5494 -2.3878  -0.97
C 2.8197 -4.0773 -1.0983  -1.39
C 1.8644 -3.3799 -0.3465  -0.23
N 1.2087 -2.4669 -1.0791  1.13
C 0.9190 1.0927 -4.7576  0.65
C 1.7895 1.3513 -5.8090  -0.73
C 2.5144 2.5372 -5.8565  -0.63
C 2.3814 3.4724 -4.8419  -0.64
C 1.5200 3.2166 -3.7807  -0.97
C 0.7898 2.0401 -3.7435  0.48
H -0.9273 0.0366 -4.7626  0.04
H 0.3908 -0.8278 -5.5491  0.42
H 1.8415 -1.9883 -4.3879  0.26
H 3.3201 -3.8290 -3.2583  0.49
H 3.4836 -4.8491 -0.7375  0.45
H 1.6441 -3.4993 0.7081  0.37
H 1.9073 0.6142 -6.5963  0.38
H 3.1923 2.7219 -6.6814  0.37
H 2.9562 4.3901 -4.8675  0.39
H 1.4318 3.9230 -2.9640  0.40
H 0.1491 1.8406 -2.8909  0.68
C -1.3980 3.8830 -0.4310  -0.98
C -2.0228 3.3354 -1.6700  0.53
N -2.1687 2.0709 -1.9293  0.49
C -2.8617 1.8653 -3.1005  0.05
C -3.2044 2.9983 -3.7712  -0.59
S -2.6964 4.3662 -2.8804  -0.31
C -3.2180 0.4975 -3.4897  -1.05
C -4.1531 0.1702 -4.4218  -0.45
S -4.2303 -1.5294 -4.5841  -0.31
C -3.0154 -1.7048 -3.3780  -0.02
N -2.5868 -0.5742 -2.8992  1.37
C -2.5062 -3.0308 -2.9293  -0.45
H -1.2698 3.0715 0.2817  -0.15
H -2.0279 4.6612 0.0014  0.58
H -0.4143 4.3073 -0.6379  0.30
H -3.7139 3.0790 -4.7174  0.47
H -4.7883 0.8354 -4.9832  0.46
H -2.8985 -3.8433 -3.5393  0.56
H -2.7989 -3.1826 -1.8875  -0.19
H -1.4148 -3.0351 -2.9833  -0.06
I -4.3155 0.4127 0.1719  0.18
C -4.7020 -1.2046 1.4421  0.39
C -5.7936 -1.1546 2.2606  -0.69
C -6.0640 -2.2325 3.1303  -0.63
C -5.2370 -3.3177 3.1431  -0.99
C -4.1004 -3.3813 2.2968  1.18
C -3.2513 -4.5144 2.3164  -1.14
C -2.1668 -4.5551 1.4878  -1.11
C -1.8809 -3.4631 0.6341  -0.26
C -2.6357 -2.3029 0.5581  1.17
C -3.7898 -2.3031 1.4122  -1.20
H -6.4506 -0.2943 2.2437  0.37
H -6.9287 -2.1883 3.7812  0.38
H -5.4379 -4.1550 3.8045  0.35
H -3.4809 -5.3333 2.9897  0.30
H -1.5125 -5.4221 1.4907  0.45
H -0.9816 -3.5717 0.0206  0.54

## Properties
- 2S+1: 1
- Lowest unoccupied orbital energy: 1.88 eV
- Charge: -1
- Frontier orbital gap: 5.9 eV
- Relative energy (zero: lowest compared OMol25 entry of this formula, charge and spin): 0.00 kcal per mole

---

Entry 2:
Entry from the Open Molecules 2025 dataset: a structure of composition C49H49CaClN9O5S (ωB97M-V with the def2-TZVPD basis set).

Last column: Mulliken charge in e.
Geometry (Å):
Ca -0.4945 0.2836 0.5803  2.08
Cl 2.1181 -5.6607 -3.4036  -0.24
C 1.2960 -4.2793 -2.7418  -0.24
C 0.4155 -3.5406 -3.5409  -0.61
C -0.2057 -2.4269 -3.0389  -0.87
C 0.0266 -1.9547 -1.7154  0.72
O -0.4819 -0.8485 -1.3300  0.30
C 0.8327 -2.7967 -0.8770  0.17
C 1.0005 -2.6629 0.5436  -0.26
N 0.4104 -1.8431 1.3487  1.32
C 0.5541 -1.9885 2.7515  -0.46
C 1.3171 -2.9631 3.3551  -0.43
C 1.3934 -3.0961 4.7542  -1.16
C 0.6699 -2.2761 5.5672  -0.61
C -0.1539 -1.2795 4.9984  1.14
C -0.9544 -0.4380 5.8071  -0.77
C -1.7573 0.4941 5.2258  -1.21
C -1.7362 0.6013 3.8212  -0.34
N -0.9919 -0.1411 3.0427  0.47
C -0.2004 -1.1049 3.5950  -0.44
C 1.4720 -3.9276 -1.4318  -1.23
H 0.2243 -3.8666 -4.5559  0.47
H -0.9061 -1.8635 -3.6417  0.56
H 1.6735 -3.4244 0.9406  -0.14
H 1.8835 -3.6619 2.7582  0.47
H 2.0175 -3.8740 5.1738  0.43
H 0.6970 -2.3884 6.6443  0.50
H -0.9243 -0.5600 6.8832  0.46
H -2.3956 1.1448 5.8061  0.46
H -2.3556 1.3420 3.3262  0.42
H 2.1052 -4.5401 -0.8001  0.46
O -6.1798 -4.9872 -2.3227  -0.47
C -4.8653 -4.7881 -2.0819  0.59
O -4.0618 -5.6311 -2.3538  -0.53
C -4.4868 -3.4723 -1.4708  0.50
C -3.3487 -3.4329 -0.6746  -0.54
C -2.9334 -2.2363 -0.1221  -0.15
C -3.6234 -1.0552 -0.3856  0.25
C -4.7695 -1.0957 -1.1762  -0.98
C -5.1967 -2.3008 -1.7084  -1.17
N -3.0597 0.1299 0.1638  0.00
C -3.5963 1.2618 -0.0324  -0.09
C -3.0186 2.5059 0.5087  0.28
C -3.7922 3.6568 0.5377  -0.77
C -3.2567 4.8075 1.0958  -0.69
C -1.9663 4.7703 1.5947  -0.81
C -1.2549 3.5820 1.5009  -0.70
N -1.7641 2.4753 0.9693  0.67
H -6.7054 -4.2762 -1.9364  0.33
H -2.7915 -4.3445 -0.5053  0.44
H -2.0512 -2.2093 0.5043  0.53
H -5.3304 -0.2006 -1.4045  0.37
H -6.0704 -2.3071 -2.3504  0.37
H -4.5234 1.4002 -0.5860  0.16
H -4.7930 3.6459 0.1276  0.52
H -3.8377 5.7191 1.1372  0.44
H -1.5056 5.6404 2.0403  0.48
H -0.2314 3.5138 1.8542  0.36
C 1.7981 3.4981 -2.1543  -1.49
C 0.6449 2.5847 -1.7910  0.57
O 0.9120 1.8562 -0.5921  0.97
H 1.6333 3.9487 -3.1350  0.44
H 2.7420 2.9480 -2.1893  0.24
H 1.9096 4.3040 -1.4276  0.36
H 0.4268 1.8798 -2.5990  -0.71
H -0.2701 3.1501 -1.6189  0.34
H 1.6453 1.2247 -0.7941  -0.01
N 6.4976 0.7634 9.6347  -0.48
C 5.9512 0.9056 8.6344  -0.02
C 5.2539 1.0755 7.3912  0.43
C 5.7541 1.9252 6.4098  -0.88
C 5.0746 2.0755 5.2142  -0.50
C 3.8862 1.3876 5.0059  0.66
C 3.3756 0.5447 5.9865  -0.06
C 4.0648 0.3821 7.1734  -0.91
N 3.1879 1.5439 3.7827  0.12
C 3.1359 2.6700 2.9874  -0.83
C 2.3427 2.3422 1.9338  -1.10
N 1.9015 1.0390 2.0505  0.63
C 2.4284 0.5996 3.1672  -0.81
H 6.6802 2.4569 6.5786  0.47
H 5.4799 2.7084 4.4370  0.48
H 2.4363 0.0303 5.8318  0.45
H 3.6787 -0.2708 7.9439  0.47
H 3.6363 3.5829 3.2559  0.51
H 2.0670 2.9465 1.0882  0.47
H 2.3495 -0.4006 3.5590  0.82
C 2.8695 -0.2006 -3.8399  -0.48
S 3.7242 -0.0505 -2.2679  0.29
C 4.4325 -1.6945 -2.2391  -0.80
O 2.6435 -0.0815 -1.2229  -0.87
H 3.5787 -0.4588 -4.6263  0.60
H 2.4138 0.7640 -4.0609  0.13
H 2.1071 -0.9749 -3.7310  -0.10
H 5.2011 -1.7700 -3.0081  0.47
H 3.6436 -2.4316 -2.3932  0.03
H 4.8829 -1.8209 -1.2564  0.37
N -2.5024 1.9876 -2.5029  -0.61
C -2.3248 1.2313 -3.3607  0.38
N -2.1215 0.3544 -4.3394  0.32
C -3.1612 0.2871 -5.3818  -0.84
C -2.9838 1.4002 -6.4053  -0.61
C -1.5702 1.3843 -6.9869  -0.83
C -0.5160 1.4294 -5.8808  -0.68
C -0.7487 0.3132 -4.8736  -0.35
H -4.1346 0.3218 -4.8952  0.50
H -3.0607 -0.6935 -5.8536  0.39
H -3.1740 2.3630 -5.9202  0.29
H -3.7283 1.2886 -7.1954  0.40
H -1.4362 2.2255 -7.6677  0.40
H -1.4321 0.4759 -7.5831  0.33
H -0.5596 2.3940 -5.3635  0.25
H 0.4878 1.3360 -6.3014  0.45
H -0.0643 0.3526 -4.0275  -0.32
H -0.6265 -0.6638 -5.3492  0.50

## Properties
- 2S+1: 1
- Lowest unoccupied orbital energy: -2.89 eV
- Charge: +1
- Frontier orbital gap: 6.6 eV